<A>
# C11H20N2O3

An isolated molecule of C11H20N2O3 (the ωB97M-V functional and the def2-TZVPD basis, OMol25).

Net charge   0
LUMO energy   0.0220 Eh
Orbital gap   9.351 eV
SMILES   CC(C)C[C@H](NC(=O)[C@@H]1CCCN1)C(=O)O

The geometry in XYZ format:
```
36
C11H20N2O3 (the ωB97M-V functional and the def2-TZVPD basis)
C 2.01086 0.55489 -0.13169
C 1.42531 0.66900 1.25974
C 1.73963 -0.86180 -0.62995
C 3.12059 -1.57934 -0.48539
C 4.09838 -0.45117 -0.74481
C -0.67019 0.94136 -0.02211
C -0.41344 2.41090 -0.42975
C -2.16969 0.68313 0.17832
C -2.56053 -0.79324 -0.19281
C -2.32773 -1.83554 0.89005
C -4.04369 -0.66953 -0.56151
H 3.72889 0.68298 0.94648
H 1.59275 1.29463 -0.81771
H 1.40620 -0.76315 -1.64280
H 0.90915 -1.45451 -0.09075
H 3.27995 -1.96784 0.55408
H 3.06719 -2.36795 -1.18487
H 5.07938 -0.68111 -0.34475
H 4.17587 -0.11118 -1.83427
H -0.41709 0.90025 2.06217
H -0.27990 0.33649 -0.82583
H -2.71228 1.41848 -0.50695
H -2.51608 0.85489 1.24076
H -1.99091 -1.09411 -1.10991
H -2.58060 -2.86010 0.62353
H -1.25757 -1.81976 1.21486
H -2.93128 -1.59951 1.81358
H -4.38322 -1.58762 -0.99596
H -4.32715 0.04205 -1.35013
H -4.65336 -0.49265 0.28100
H -0.44034 4.13300 0.35980
N 3.49838 0.69778 -0.04512
N 0.04772 0.61805 1.22393
O 2.17009 0.75701 2.23025
O -0.08735 2.76243 -1.54902
O -0.58792 3.23278 0.61755
```

Now the natural (NBO) charges, all in e:
1 C -0.201
2 C 0.700
3 C -0.418
4 C -0.420
5 C -0.230
6 C -0.162
7 C 0.784
8 C -0.382
9 C -0.219
10 C -0.617
11 C -0.608
12 H 0.385
13 H 0.226
14 H 0.206
15 H 0.218
16 H 0.207
17 H 0.213
18 H 0.207
19 H 0.184
20 H 0.403
21 H 0.239
22 H 0.224
23 H 0.215
24 H 0.198
25 H 0.221
26 H 0.220
27 H 0.203
28 H 0.208
29 H 0.211
30 H 0.203
31 H 0.502
32 N -0.619
33 N -0.625
34 O -0.606
35 O -0.586
36 O -0.683


<B>
# C11H20N2O3

An isolated molecule of C11H20N2O3 (the ωB97M-V functional and the def2-TZVPD basis, OMol25).

Net charge   0
LUMO energy   0.0026 Eh
Orbital gap   8.632 eV
SMILES   CC[C@H](C)[C@H](N)C(=O)N1CCC[C@H]1C(=O)O

The geometry in XYZ format:
```
36
C11H20N2O3 (the ωB97M-V functional and the def2-TZVPD basis)
C 1.05197 -0.54077 0.96596
C 0.16151 -1.34118 -0.01494
C 2.20382 0.38187 0.43285
C 3.47335 -0.48536 0.14007
C 1.85583 1.12263 -0.87634
C 1.89200 2.60010 -0.78868
C -1.82301 0.44272 -0.02756
C -2.70426 0.69745 1.29469
C -2.55994 0.43526 -1.41639
C -2.86423 -0.98870 -1.57217
C -2.21936 -1.81724 -0.48308
H 2.29892 -2.18028 1.69738
H 0.93068 -2.06661 2.61646
H 0.34311 -0.00487 1.70887
H 2.52263 0.97800 1.21864
H 3.13318 -1.54323 -0.10482
H 3.95612 -0.54456 1.08450
H 4.28564 -0.09170 -0.55265
H 0.81746 0.88411 -1.15681
H 2.45529 0.78679 -1.72523
H 1.52386 3.12524 0.11846
H 1.31514 3.11218 -1.58995
H 2.82605 3.03487 -1.02193
H -1.13818 1.19478 0.22182
H -3.38957 1.13579 -1.35346
H -1.96889 1.00949 -2.16124
H -2.47429 -1.38442 -2.53008
H -4.07394 -1.14312 -1.55149
H -1.61697 -2.68455 -0.80162
H -2.78110 -1.95825 0.40509
H -2.39328 0.46895 3.45521
N 1.56828 -1.50382 2.00380
N -1.20314 -0.83299 -0.10841
O 0.47563 -2.08424 -0.94350
O -3.79416 1.20027 0.98212
O -2.08617 0.58541 2.43443
```

Now the natural (NBO) charges, all in e:
1 C -0.121
2 C 0.699
3 C -0.220
4 C -0.617
5 C -0.407
6 C -0.614
7 C -0.112
8 C 0.780
9 C -0.420
10 C -0.423
11 C -0.228
12 H 0.368
13 H 0.378
14 H 0.229
15 H 0.213
16 H 0.215
17 H 0.206
18 H 0.219
19 H 0.200
20 H 0.218
21 H 0.206
22 H 0.208
23 H 0.207
24 H 0.224
25 H 0.244
26 H 0.223
27 H 0.229
28 H 0.209
29 H 0.244
30 H 0.178
31 H 0.549
32 N -0.874
33 N -0.487
34 O -0.594
35 O -0.599
36 O -0.730


Stability ranking, top and bottom: <A> is the most stable and <B> is the least stable.


<A>
# C4H13N3

An isolated molecule of C4H13N3 (the ωB97M-V functional and the def2-TZVPD basis, OMol25).

Net charge   0
LUMO energy   0.0349 Eh
Orbital gap   8.241 eV
SMILES   CCN[C@@H](N)NC

The geometry in XYZ format:
```
20
C4H13N3 (the ωB97M-V functional and the def2-TZVPD basis)
C -1.22183 -0.40931 -0.45410
C 0.61832 0.98440 -1.09306
C -0.16758 -0.20826 2.06216
C 2.11037 0.85684 -1.33470
N -0.02949 -0.34663 -1.13899
N -0.85542 0.54871 1.03807
N -1.74820 -1.69240 -0.25692
H 0.61149 -1.08108 -0.85552
H -1.67140 1.02157 1.40882
H -1.96063 0.28095 -0.85465
H -1.08540 -2.34443 0.14260
H -2.60866 -1.68406 0.27241
H 0.15466 1.59122 -1.87826
H 0.21433 1.24378 0.13061
H 0.33725 0.44865 2.77861
H -0.81445 -0.89226 2.62703
H 0.61418 -0.81502 1.58926
H 2.34559 0.30776 -2.25449
H 2.55578 1.84678 -1.42354
H 2.60109 0.34280 -0.50535
```

Now the natural (NBO) charges, all in e:
1 C 0.331
2 C -0.316
3 C -0.426
4 C -0.624
5 N -0.636
6 N -0.755
7 N -0.816
8 H 0.354
9 H 0.356
10 H 0.175
11 H 0.366
12 H 0.378
13 H 0.178
14 H 0.287
15 H 0.197
16 H 0.168
17 H 0.177
18 H 0.197
19 H 0.216
20 H 0.193


<B>
# C4H13N3

A structure of composition C4H13N3 (the ωB97M-V functional and the def2-TZVPD basis, OMol25).

Net charge   0
LUMO energy   0.0378 Eh
Orbital gap   8.218 eV

The geometry in XYZ format:
```
20
C4H13N3 (the ωB97M-V functional and the def2-TZVPD basis)
C 0.23854 0.24276 0.44554
C -0.20489 -0.16491 -0.85674
C -2.16902 1.72614 0.29146
C 0.60987 -0.75688 1.50226
N 1.62867 -0.24744 -1.14789
N -1.56094 0.42832 0.46832
N 2.28340 -1.43975 -1.54942
H 2.28746 0.52006 -1.25260
H -2.05290 -0.18241 1.11048
H 0.61404 1.25418 0.55660
H 1.69648 -1.95545 -2.19986
H 2.45870 -2.04204 -0.74527
H -0.45676 0.57127 -1.60700
H -0.51626 -1.19355 -1.00288
H -2.20315 2.31865 1.21631
H -3.18528 1.65738 -0.11487
H -1.58175 2.30250 -0.43035
H 0.30129 -0.39825 2.48429
H 0.12498 -1.71826 1.33120
H 1.68753 -0.92232 1.50041
```

Now the natural (NBO) charges, all in e:
1 C 0.037
2 C -0.143
3 C -0.413
4 C -0.642
5 N -0.677
6 N -0.716
7 N -0.671
8 H 0.348
9 H 0.362
10 H 0.217
11 H 0.326
12 H 0.316
13 H 0.224
14 H 0.217
15 H 0.171
16 H 0.193
17 H 0.182
18 H 0.223
19 H 0.210
20 H 0.237


<C>
# C4H13N3

An isolated molecule of C4H13N3 (the ωB97M-V functional and the def2-TZVPD basis, OMol25).

Net charge   0
LUMO energy   0.0458 Eh
Orbital gap   9.582 eV
SMILES   NCCNCCN

The geometry in XYZ format:
```
20
C4H13N3 (the ωB97M-V functional and the def2-TZVPD basis)
N -1.43140 2.09348 0.63620
C -0.04216 2.22015 0.99329
C 0.88840 1.29536 0.16811
N 0.20273 -0.00162 0.03468
C 0.96356 -0.96458 -0.83533
C 0.39539 -2.33485 -0.41772
N -1.03242 -2.37024 -0.73981
H -2.01092 2.89515 0.82914
H -1.79063 1.29491 1.14012
H 0.42255 3.22339 0.93851
H 0.05355 1.90167 2.05833
H 1.89846 1.37552 0.55584
H 0.89997 1.78454 -0.83095
H -0.70862 0.21247 -0.34167
H 2.00539 -1.00275 -0.51910
H 0.83789 -0.69646 -1.89171
H 0.30223 -2.36511 0.67724
H 1.10016 -3.15653 -0.65662
H -1.41917 -2.41072 -1.67009
H -1.53496 -2.99380 -0.12848
```

Now the natural (NBO) charges, all in e:
1 N -0.864
2 C -0.216
3 C -0.222
4 N -0.653
5 C -0.233
6 C -0.216
7 N -0.867
8 H 0.371
9 H 0.366
10 H 0.191
11 H 0.158
12 H 0.195
13 H 0.147
14 H 0.382
15 H 0.192
16 H 0.178
17 H 0.202
18 H 0.162
19 H 0.364
20 H 0.362


Stability ranking, top and bottom: <C> is the most stable and <B> is the least stable.


<A>
# C4H13N3

An isolated molecule of C4H13N3 (the ωB97M-V functional and the def2-TZVPD basis, OMol25).

Net charge   0
LUMO energy   0.0435 Eh
Orbital gap   9.946 eV
SMILES   C[C@H](CN)NCN

The geometry in XYZ format:
```
20
C4H13N3 (the ωB97M-V functional and the def2-TZVPD basis)
C -1.13610 0.99062 -1.01648
N -1.79468 2.31321 -0.75124
C -0.27065 0.47758 0.21781
C -1.20205 0.13139 1.37282
N 0.59319 -0.54958 -0.23491
C 1.71048 -1.10239 0.63526
N 2.19957 -2.20203 -0.13776
H -1.86916 0.18439 -1.13174
H -0.60213 0.94289 -1.95695
H -1.18755 3.04774 -1.08206
H -2.71378 2.44323 -1.23574
H 0.30137 1.48526 0.55333
H -2.00380 0.83633 1.49022
H -1.29006 -1.03633 1.40537
H -0.71144 0.18883 2.30999
H 0.03729 -1.35113 -0.49276
H 1.21646 -1.65921 1.49470
H 2.45812 -0.28643 0.64208
H 1.70751 -2.23168 -0.99482
H 3.06058 -2.47826 -0.39066
```

Now the natural (NBO) charges, all in e:
1 C -0.219
2 N -0.857
3 C -0.039
4 C -0.659
5 N -0.650
6 C -0.055
7 N -0.879
8 H 0.176
9 H 0.186
10 H 0.357
11 H 0.366
12 H 0.179
13 H 0.240
14 H 0.199
15 H 0.210
16 H 0.342
17 H 0.179
18 H 0.198
19 H 0.355
20 H 0.372


<B>
# C4H13N3

An isolated molecule of C4H13N3 (the ωB97M-V functional and the def2-TZVPD basis, OMol25).

Net charge   0
LUMO energy   0.0369 Eh
Orbital gap   10.004 eV
SMILES   CC(C)NC(N)N

The geometry in XYZ format:
```
20
C4H13N3 (the ωB97M-V functional and the def2-TZVPD basis)
C -0.52021 -0.99875 0.17546
C -1.73782 -0.25452 -0.32527
C 0.12021 -1.86886 -0.89297
N 1.25017 0.69617 -0.68386
H -0.83191 -1.65975 0.98870
H 2.09333 0.13197 -0.70711
H 1.38066 1.51165 -1.27992
H -1.48125 0.44926 -1.11258
H -2.20230 0.30038 0.48518
H -2.46092 -0.97434 -0.71438
H -0.56896 -2.67948 -1.15508
H 0.30880 -1.30792 -1.80463
H 1.05175 -2.31132 -0.54114
N 0.13378 2.30104 0.62371
C 0.95352 1.10621 0.70555
N 0.33603 0.01145 1.39050
H -0.79796 2.05924 0.30772
H 0.02926 2.69740 1.54840
H 1.05737 -0.60325 1.75958
H 1.88643 1.39339 1.23215
```

Now the natural (NBO) charges, all in e:
1 C 0.001
2 C -0.651
3 C -0.641
4 N -0.869
5 H 0.187
6 H 0.356
7 H 0.375
8 H 0.210
9 H 0.217
10 H 0.215
11 H 0.212
12 H 0.220
13 H 0.208
14 N -0.847
15 C 0.240
16 N -0.654
17 H 0.359
18 H 0.363
19 H 0.346
20 H 0.151


Stability ranking, top and bottom: <B> is the most stable and <A> is the least stable.


<A>
# C4H13N3

An isolated molecule of C4H13N3 (the ωB97M-V functional and the def2-TZVPD basis, OMol25).

Net charge   0
LUMO energy   0.0407 Eh
Orbital gap   9.816 eV
SMILES   NCCNCCN

The geometry in XYZ format:
```
20
C4H13N3 (the ωB97M-V functional and the def2-TZVPD basis)
N 2.09047 1.10320 -1.56340
C 2.47573 0.06258 -0.58953
C 1.25923 -0.89315 -0.18800
N 0.23557 -0.36083 0.59400
C -1.16820 -0.99073 0.41882
C -2.34579 -0.20449 1.03452
N -2.25383 1.22432 0.64923
H 2.76090 1.64212 -1.97761
H 1.47635 1.74777 -1.06449
H 3.25742 -0.63041 -1.07540
H 2.79906 0.71907 0.42110
H 1.76532 -1.78979 0.14978
H 0.90569 -1.24559 -1.10385
H 0.02267 0.56338 0.16883
H -1.07358 -2.01300 0.82979
H -1.41188 -0.99374 -0.68596
H -2.26968 -0.35267 2.15642
H -3.27008 -0.73882 0.80269
H -2.64095 1.28411 -0.32351
H -2.61443 1.86668 1.34657
```

Now the natural (NBO) charges, all in e:
1 N -0.857
2 C -0.206
3 C -0.229
4 N -0.626
5 C -0.220
6 C -0.233
7 N -0.872
8 H 0.360
9 H 0.344
10 H 0.204
11 H 0.163
12 H 0.179
13 H 0.160
14 H 0.357
15 H 0.200
16 H 0.155
17 H 0.192
18 H 0.180
19 H 0.367
20 H 0.382


<B>
# C4H13N3

A cluster of 2 separate species, C4H13N3 in total (the ωB97M-V functional and the def2-TZVPD basis, OMol25).

Net charge   0
LUMO energy   0.0386 Eh
Orbital gap   9.543 eV
SMILES   C=CCC.NNN

The geometry in XYZ format:
```
20
C4H13N3 (the ωB97M-V functional and the def2-TZVPD basis)
C 3.05891 1.02171 0.16140
C 0.77610 -1.91007 0.00557
C 1.63643 0.50952 -0.17383
C 1.45535 -0.92818 -0.62415
N -2.43215 -0.02206 1.13172
N -3.24905 0.70052 -0.80697
N -2.59094 -0.48335 -0.16567
H 3.62914 1.20298 -0.65990
H 2.89087 1.95744 0.76821
H 3.62254 0.11728 0.72780
H -3.29690 -1.16963 -0.03880
H 0.34380 -1.99686 1.03218
H 0.68924 -2.81256 -0.49623
H 0.92348 0.56312 0.59475
H 1.29111 1.05167 -0.95645
H 2.02428 -1.02317 -1.50460
H -1.68062 0.63158 1.21681
H -3.23022 0.19037 1.67612
H -3.02658 1.47058 -0.19096
H -2.83479 0.92914 -1.69700
```

Now the natural (NBO) charges, all in e:
1 C -0.592
2 C -0.398
3 C -0.440
4 C -0.155
5 N -0.704
6 N -0.720
7 N -0.282
8 H 0.199
9 H 0.215
10 H 0.203
11 H 0.337
12 H 0.206
13 H 0.186
14 H 0.191
15 H 0.198
16 H 0.182
17 H 0.350
18 H 0.343
19 H 0.336
20 H 0.344


Stability ranking, top and bottom: <A> is the most stable and <B> is the least stable.